(1)
Below is a molecular structure, C15H44Na2O19P3S2 in a non-equilibrium geometry, with properties calculated with ωB97M-V with the def2-TZVPD basis set.

Output
**LUMO level**: -4.22 eV
**DFT total energy**: -113537.250 eV
**Max |F|**: 4.132 eV Å⁻¹
**Total charge**: +1

Each line ends with the Löwdin charge.
Atoms and positions in Å:
Na 1.9844 0.5444 4.2515  0.855
Na -1.6098 -4.1033 2.3671  0.895
O -0.1832 -0.7289 1.8510  -0.641
H 0.2525 -0.3578 1.0592  -0.171
O -5.1050 3.2494 6.6220  -0.303
S -4.5568 3.5120 5.2737  0.689
O -5.4568 3.6122 4.1387  -0.291
O -3.5023 4.8002 5.3905  -0.263
C -2.6704 5.0398 4.2798  -0.302
C -2.7518 6.5477 3.9232  -0.052
C -3.3599 2.1586 4.8977  -0.118
H -2.9377 4.4646 3.3933  0.109
H -1.6678 4.7564 4.6002  0.117
H -2.5972 7.1860 4.7930  0.076
H -3.7253 6.8568 3.5428  0.083
H -1.9515 6.8320 3.2399  0.075
H -3.9148 1.2207 4.9216  0.067
H -2.5894 2.1861 5.6682  0.063
H -2.8319 2.2924 3.9535  0.058
O -4.2960 3.4691 -1.9311  -0.323
S -5.0826 2.2883 -2.4150  0.716
O -6.5508 2.3861 -2.5385  -0.304
O -4.3378 1.7146 -3.8100  -0.266
C -5.2106 1.1277 -4.7607  -0.305
C -4.3547 0.6991 -5.9720  -0.061
C -4.7361 0.8790 -1.3183  -0.114
H -5.9826 1.7541 -5.2076  0.119
H -5.7514 0.2970 -4.3074  0.111
H -3.6558 -0.1118 -5.7670  0.069
H -3.8750 1.6098 -6.3305  0.083
H -4.9787 0.3093 -6.7763  0.078
H -5.3316 1.0365 -0.4191  0.074
H -3.6626 0.7116 -1.2304  0.071
H -5.0773 0.0128 -1.8852  0.054
C -1.1716 -8.3036 -4.1720  -0.110
O -0.6617 -7.0575 -3.7989  -0.208
P -1.5957 -5.9377 -3.1571  0.430
O -1.7261 -6.0759 -1.7014  -0.253
O -0.8647 -4.5821 -3.6382  -0.198
C -1.3680 -3.3154 -3.2150  -0.108
O -2.9480 -6.0202 -4.0879  -0.220
C -4.0363 -6.8826 -3.7660  -0.121
H -1.4111 -8.3785 -5.2328  0.100
H -2.0540 -8.6378 -3.6264  0.080
H -0.2893 -8.8888 -3.9130  0.103
H -2.3430 -3.3099 -2.7275  0.082
H -1.4159 -2.5409 -3.9804  0.089
H -0.7027 -2.9087 -2.4533  0.087
H -3.9062 -7.4894 -2.8699  0.080
H -4.1667 -7.6243 -4.5541  0.091
H -4.9511 -6.3087 -3.6183  0.091
C 6.5741 -3.9481 5.5076  -0.106
O 6.2789 -4.4264 4.1868  -0.213
P 5.8923 -3.4060 2.9933  0.450
O 5.1344 -2.2204 3.4745  -0.267
O 7.4045 -3.1173 2.5185  -0.230
C 7.6908 -2.2337 1.4050  -0.069
O 5.3401 -4.2804 1.7400  -0.193
C 3.9799 -4.3558 1.4205  -0.124
H 5.9512 -3.1476 5.9068  0.080
H 7.5972 -3.5939 5.6334  0.088
H 6.5710 -4.7566 6.2387  0.086
H 7.7886 -2.7811 0.4675  0.085
H 8.6832 -1.8265 1.5985  0.093
H 6.8286 -1.5755 1.2977  0.083
H 3.5354 -5.3342 1.2383  0.090
H 3.7982 -3.8178 0.4901  0.092
H 3.3781 -3.8237 2.1573  0.076
C 1.3638 3.9423 -1.6921  -0.112
O 2.7753 4.0115 -1.5163  -0.229
P 3.3016 4.5577 -0.0421  0.526
O 3.1744 3.6253 1.1247  -0.271
O 4.7859 5.0756 -0.3105  -0.203
C 5.9096 4.3671 0.0257  -0.138
O 2.5012 6.0150 0.1814  -0.242
C 2.4903 6.9301 -0.8853  -0.134
H 0.8822 4.5854 -0.9555  0.077
H 0.8534 2.9820 -1.6183  0.091
H 1.2059 4.3887 -2.6739  0.097
H 6.2317 3.6551 -0.7341  0.095
H 5.7683 3.8320 0.9647  0.083
H 6.7529 5.0357 0.1985  0.095
H 1.4414 7.0403 -1.1606  0.088
H 3.1514 6.6966 -1.7199  0.097
H 2.6547 7.9140 -0.4461  0.093

Cartesian forces (eV/Å) of the 3 atoms listed first:
Na -0.3 -0.3 -0.8
Na 0.3 0.6 -0.4
O 0.5 -0.1 0.4

(2)
Below is 2 unconnected molecules or ions with the total composition C16H33NO4 in a non-equilibrium geometry, with properties calculated with ωB97M-V with the def2-TZVPD basis set.

Output
**LUMO level**: -0.18 eV
**DFT total energy**: -26800.235 eV
**Max |F|**: 4.762 eV Å⁻¹

Each line ends with the Löwdin charge.
Atoms and positions in Å:
C 3.2309 -2.0805 3.1682  -0.115
O 2.0482 -1.8237 2.3346  -0.249
C 2.4157 -0.7170 1.4646  -0.186
C 2.0751 -0.9459 -0.0864  -0.191
C 2.1430 -2.4767 -0.5730  -0.106
C 0.8173 -2.9308 -1.3602  -0.098
N -0.3403 -2.5748 -0.4372  0.067
C -0.5842 -1.1092 -0.6333  -0.222
C -1.7265 -0.6737 0.4067  -0.132
C -3.1502 -1.3798 0.1822  -0.389
C -3.8892 -1.5137 1.6068  -0.110
C -4.0542 -0.3649 -0.6990  -0.095
C 0.6989 -0.1752 -0.4190  -0.189
C 0.8373 0.8194 -1.6972  -0.146
C 0.3395 2.3280 -1.3433  -0.143
C 1.4276 3.0938 -0.4399  -0.181
O 0.9989 2.9887 0.9498  -0.085
C 0.3248 4.1536 1.4003  -0.397
C -0.5764 5.1088 0.4860  -0.008
O 0.5011 4.4578 2.6126  0.036
H 4.1270 -2.4470 2.5669  0.097
H 3.4462 -1.0821 3.6993  0.106
H 3.0212 -2.8916 3.9591  0.101
H 3.5654 -0.6043 1.5289  0.123
H 1.9855 0.2375 1.9156  0.137
H 2.8987 -0.3917 -0.6752  0.141
H 3.0155 -2.6076 -1.3146  0.131
H 2.3162 -3.2406 0.2541  0.114
H 0.7143 -2.3960 -2.3655  0.148
H 0.8384 -4.0610 -1.5725  0.142
H -1.1541 -3.0920 -0.8329  0.172
H -0.1732 -2.8665 0.5383  0.187
H -1.0290 -0.9427 -1.6840  0.173
H -1.3824 -0.7504 1.5082  0.135
H -1.8963 0.4560 0.2323  0.125
H -3.1083 -2.4266 -0.2685  0.121
H -5.0159 -1.6125 1.4577  0.079
H -3.7329 -0.5254 2.1814  0.092
H -3.4796 -2.3870 2.2172  0.079
H -5.1031 -0.8189 -0.8335  0.084
H -4.1651 0.6170 -0.1330  0.087
H -3.5968 -0.2341 -1.7465  0.095
H 0.4405 0.5257 0.4619  0.121
H 1.9300 0.9465 -2.0310  0.115
H 0.2648 0.4345 -2.6099  0.048
H -0.7021 2.3559 -0.8837  0.107
H 0.3074 2.8672 -2.3641  0.128
H 1.6528 4.1591 -0.7747  0.120
H 2.4160 2.5091 -0.5439  0.131
H -0.6606 6.1052 1.0547  0.098
H -1.6379 4.7319 0.3217  0.093
H -0.0827 5.3739 -0.5197  0.086
O -0.0902 -0.1470 -4.4824  -0.586
H 0.5331 0.0218 -5.1848  -0.189

Cartesian forces (eV/Å) of the 3 atoms listed first:
C -0.4 0.0 1.0
O 1.7 0.1 -0.2
C 1.5 0.0 -0.2

(3)
Below is 2 unconnected molecules or ions with the total composition C2H3F3IN in a non-equilibrium geometry, with properties calculated with ωB97M-V with the def2-TZVPD basis set.

Output
**LUMO level**: 0.10 eV
**DFT total energy**: -19864.588 eV
**Max |F|**: 4.573 eV Å⁻¹
**Energy relative to the best compared isomer or geometry (same formula, charge and spin)**: 150.19 kJ/mol

Each line ends with the Löwdin charge.
Atoms and positions in Å:
C -0.7894 0.4150 -0.1761  -0.745
C -1.0387 1.9115 -0.0294  -0.728
N 0.1226 0.0327 0.8029  -0.010
F -2.1498 2.2852 -0.6823  0.063
F -1.1320 2.3643 1.2603  0.107
F 0.0368 2.5512 -0.5233  0.114
I -2.7430 -0.5678 -0.0228  0.791
H -0.3000 0.1781 -1.5582  0.220
H 0.7416 -0.6667 0.5518  0.058
H 0.6289 0.9156 1.1257  0.130

Cartesian forces (eV/Å) of the 3 atoms listed first:
C 0.5 -0.8 -3.5
C -0.3 0.5 -0.1
N -0.1 3.3 1.4

(4)
Below is a molecular structure, C12H7N2O5RhS in a non-equilibrium geometry, with properties calculated with ωB97M-V with the def2-TZVPD basis set.

Output
**LUMO level (spin up / spin down)**: -7.26 / -10.61 eV
**DFT total energy**: -39596.748 eV
**Max |F|**: 7.102 eV Å⁻¹
**Energy relative to the best compared isomer or geometry (same formula, charge and spin)**: 52.67 kJ/mol
**Total charge**: +2
**Spin multiplicity**: 5

Each line ends with the Löwdin charge.
Atoms and positions in Å:
O 4.1218 -2.1608 -2.5216  0.192
C 3.7571 -1.3565 -1.8004  -0.075
Rh 2.0230 -0.5479 -1.0777  0.641
O 1.4404 -2.7785 -3.0980  0.194
C 1.4684 -1.8893 -2.3600  -0.190
C 2.8351 0.8279 0.2552  -0.209
O 2.7180 1.6971 1.0776  0.178
C 1.9099 1.0320 -2.2393  -0.186
O 2.0491 1.9789 -2.8477  0.204
C 1.8317 -1.7714 0.4266  -0.134
O 1.8506 -2.4731 1.3549  0.183
H 3.8457 0.5294 -0.0487  0.109
N -1.1976 0.2056 -2.6636  0.190
C -1.4122 0.2877 -1.3491  -0.639
N -0.5650 0.1458 -0.3645  0.106
C -1.2028 0.3194 0.8823  -0.208
C -0.7043 0.2739 2.1886  0.017
C -1.5350 0.4422 3.2952  0.025
C -2.9232 0.6739 3.1481  0.031
C -3.4538 0.7298 1.8732  -0.034
C -2.6050 0.5709 0.7777  -0.369
S -3.0809 0.6239 -0.9262  1.198
H -2.0080 0.3811 -3.2788  0.147
H -0.3001 0.0537 -3.0740  0.080
H 0.3692 0.1053 2.3468  0.119
H -1.1479 0.3997 4.3157  0.142
H -3.5639 0.8072 4.0218  0.147
H -4.5203 0.8921 1.6860  0.140

Cartesian forces (eV/Å) of the 3 atoms listed first:
O 0.1 1.6 1.4
C 1.5 -1.8 -1.7
Rh 0.4 -0.9 0.3

(5)
Below is a single C4H9NOS molecule in a non-equilibrium geometry, with properties calculated with ωB97M-V with the def2-TZVPD basis set.

Output
**LUMO level**: 0.84 eV
**DFT total energy**: -18663.404 eV
**Max |F|**: 4.205 eV Å⁻¹
**Energy relative to the best compared isomer or geometry (same formula, charge and spin)**: 397.76 kJ/mol

Each line ends with the Löwdin charge.
Atoms and positions in Å:
C -0.7115 0.3632 -0.7167  -0.246
C 0.5803 1.0113 -0.3040  -0.328
C -1.6107 0.0870 0.5415  -0.180
C -2.3086 -1.0296 0.6627  -0.018
N 3.0245 0.5032 -0.1134  -0.360
O 1.6085 -1.6257 0.1878  -0.361
S 1.8712 0.0010 0.7012  0.894
H -1.3598 1.0997 -1.3350  0.144
H -0.4965 -0.4592 -1.3273  0.072
H 1.2568 1.2773 -1.1994  0.099
H 0.5655 1.9014 0.3056  0.066
H -1.6308 0.8842 1.2382  0.086
H -2.5329 -1.6577 -0.1741  0.047
H -2.9924 -1.2423 1.5797  0.089
H 0.9500 -1.8992 -0.4708  0.038
H 3.7865 0.7855 0.4240  -0.041

Cartesian forces (eV/Å) of the 3 atoms listed first:
C -2.5 2.9 1.8
C 1.9 -0.8 -1.3
C 1.1 -1.1 -2.3

(6)
Below is a molecular structure, BaH16O8 in a non-equilibrium geometry, with properties calculated with ωB97M-V with the def2-TZVPD basis set.

Output
**LUMO level (spin up / spin down)**: -9.77 / -18.62 eV
**DFT total energy**: -17305.266 eV
**Max |F|**: 1.177 eV Å⁻¹
**Energy relative to the best compared isomer or geometry (same formula, charge and spin)**: 0.00 kJ/mol
**Total charge**: +3
**Spin multiplicity**: 2

Each line ends with the Löwdin charge.
Atoms and positions in Å:
Ba -2.8545 -6.0569 -21.6708  2.182
O -4.6537 -7.5753 -20.1943  -0.128
H -5.4891 -7.3615 -19.7790  0.083
H -4.6795 -8.5251 -20.3104  0.072
O -0.7175 -4.6881 -20.6695  -0.156
H -0.6255 -3.9536 -20.0626  0.082
H 0.1794 -4.8985 -20.9294  0.069
O -1.5992 -4.6794 -23.7473  0.021
H -0.9912 -3.9417 -23.7970  0.118
H -1.6868 -4.9796 -24.6519  0.104
O -4.6815 -4.9326 -23.5155  -0.052
H -4.9122 -4.9971 -24.4422  0.092
H -5.2309 -4.2240 -23.1802  0.090
O -4.1540 -3.9067 -20.4359  -0.143
H -5.0669 -3.8221 -20.1609  0.075
H -3.6987 -3.2005 -19.9773  0.073
O -0.6827 -7.3429 -22.6414  -0.046
H -0.2974 -7.9010 -21.9659  0.081
H -0.0797 -7.4110 -23.3817  0.108
O -1.6694 -7.8812 -19.8570  -0.117
H -1.6513 -8.8186 -19.6639  0.086
H -1.3220 -7.4667 -19.0673  0.079
O -3.7178 -7.9614 -23.6902  0.037
H -3.6759 -8.8330 -24.0836  0.115
H -4.2371 -7.4447 -24.3063  0.076

Cartesian forces (eV/Å) of the 3 atoms listed first:
Ba -0.6 0.1 1.0
O 0.4 0.4 -0.5
H -0.5 0.1 0.3

Please write out number 3 again, unchanged.
Below is 2 unconnected molecules or ions with the total composition C2H3F3IN in a non-equilibrium geometry, with properties calculated with ωB97M-V with the def2-TZVPD basis set.

Output
**LUMO level**: 0.10 eV
**DFT total energy**: -19864.588 eV
**Max |F|**: 4.573 eV Å⁻¹
**Energy relative to the best compared isomer or geometry (same formula, charge and spin)**: 150.19 kJ/mol

Each line ends with the Löwdin charge.
Atoms and positions in Å:
C -0.7894 0.4150 -0.1761  -0.745
C -1.0387 1.9115 -0.0294  -0.728
N 0.1226 0.0327 0.8029  -0.010
F -2.1498 2.2852 -0.6823  0.063
F -1.1320 2.3643 1.2603  0.107
F 0.0368 2.5512 -0.5233  0.114
I -2.7430 -0.5678 -0.0228  0.791
H -0.3000 0.1781 -1.5582  0.220
H 0.7416 -0.6667 0.5518  0.058
H 0.6289 0.9156 1.1257  0.130

Cartesian forces (eV/Å) of the 3 atoms listed first:
C 0.5 -0.8 -3.5
C -0.3 0.5 -0.1
N -0.1 3.3 1.4

> max |F| of number 4 (C12H7N2O5RhS)?

7.102 eV Å⁻¹

> max |F| of number 4 (C12H7N2O5RhS)?

7.102 eV Å⁻¹